ORCA calculation (wB97M-V/def2-TZVPD) on a structure of composition C23H49N2OOsP3S at a distorted geometry.

Output
Charge: +4
<S²>: 6.062
Lowest unoccupied orbital energy (alpha / beta), eV: -11.008 / -15.305
Orbital gap (alpha / beta), eV: 8.58 / 3.88
E, Ha: -2601.85206
Multiplicity: 5
Energy relative to the best compared isomer or geometry (same formula, charge and spin), kJ/mol: 0.0

Last column: Löwdin spin population.
CARTESIAN COORDINATES (ANGSTROEM)
Os -0.44 -0.32 -0.18  1.37
P -1.76 -0.91 1.65  0.04
P 1.46 -0.43 1.21  0.03
P -2.29 -0.70 -1.58  0.04
H 3.39 -3.56 -4.75  0.01
C 2.52 -2.99 -5.15  0.18
C 2.57 -1.65 -5.14  0.15
H 3.57 -1.22 -4.93  0.00
C -1.88 -2.70 1.96  0.01
C -1.23 -0.24 3.25  0.02
C -3.54 -0.47 1.74  0.00
C 3.18 -0.37 0.57  0.01
C 1.72 0.93 2.46  0.01
C 1.52 -1.95 2.24  0.00
C -1.98 -0.80 -3.39  0.01
C -3.37 0.76 -1.39  0.02
C -3.40 -2.14 -1.25  0.00
H 1.81 -3.65 -5.68  0.01
H 1.83 -0.96 -5.59  0.01
H -2.59 -2.89 2.78  0.00
H -0.91 -3.10 2.25  0.00
H -2.23 -3.24 1.08  0.00
H -2.02 -0.35 4.01  0.00
H -1.00 0.83 3.18  0.00
H -0.34 -0.76 3.63  0.00
H -3.97 -0.89 2.66  0.00
H -4.09 -0.89 0.90  0.00
H -3.68 0.61 1.75  0.00
H 3.86 0.01 1.35  0.00
H 3.21 0.33 -0.28  0.00
H 3.52 -1.36 0.24  0.00
H 1.13 0.79 3.37  0.00
H 1.46 1.88 1.99  0.00
H 2.78 0.96 2.74  0.00
H 2.56 -2.14 2.54  0.00
H 1.15 -2.80 1.64  0.00
H 0.90 -1.85 3.15  0.00
H -2.93 -0.91 -3.94  0.00
H -1.32 -1.65 -3.62  0.00
H -1.49 0.13 -3.72  0.00
H -4.06 0.86 -2.23  0.00
H -2.73 1.66 -1.32  0.00
H -3.95 0.70 -0.46  0.00
H -3.76 -2.58 -2.20  0.00
H -4.27 -1.84 -0.66  0.00
H -2.84 -2.92 -0.70  0.00
C 1.71 -1.94 -2.34  0.22
C 1.00 -3.16 -2.34  0.06
C 1.70 -4.31 -1.97  0.04
C 3.10 -4.29 -1.98  0.12
C 3.82 -3.08 -2.11  -0.01
C 3.12 -1.91 -2.34  0.12
S 0.86 -0.46 -2.27  0.45
H 0.56 -1.57 -0.43  0.00
H -0.07 -3.20 -2.50  0.00
H 1.14 -5.21 -1.64  0.00
H 3.63 -5.23 -1.89  0.01
H 4.93 -3.03 -2.05  0.00
H 3.62 -0.97 -2.56  0.00
C 1.21 3.25 -0.70  0.04
N 0.59 3.65 0.57  0.34
C 1.03 4.93 1.08  0.04
C 0.19 5.48 2.25  0.02
C -0.55 4.41 3.00  0.04
N -1.22 3.56 2.04  0.39
C -2.54 3.06 2.41  0.05
C -0.56 3.03 0.98  0.00
O -1.00 1.99 0.40  0.00
H 0.62 3.59 -1.55  0.02
H 1.32 2.17 -0.78  0.01
H 2.20 3.72 -0.77  0.00
H 2.08 4.87 1.40  0.02
H 1.00 5.71 0.30  0.02
H -0.52 6.23 1.86  0.00
H 0.84 6.01 2.96  0.00
H -1.35 4.80 3.63  0.00
H 0.13 3.82 3.63  0.02
H -2.51 2.55 3.39  0.02
H -2.95 2.41 1.63  0.00
H -3.22 3.92 2.51  0.02

ORCA calculation (wB97M-V/def2-TZVPD) on a structure of composition C23H49N3O18Zr at a distorted geometry.

Output
Charge: 0
Lowest unoccupied orbital energy, eV: 0.107
Orbital gap, eV: 8.39
E, Ha: -2471.19436
Energy relative to the best compared isomer or geometry (same formula, charge and spin), kJ/mol: 0.0

Last column: Mulliken charge in e.
CARTESIAN COORDINATES (ANGSTROEM)
Zr 0.24 -0.57 -0.06  1.53
O -0.77 -2.24 -1.11  -0.38
C -0.95 -2.10 -2.55  -0.79
C -0.36 -0.72 -3.10  -0.75
O 0.40 0.13 -2.20  -0.22
H -1.99 -2.17 -2.86  0.32
H -0.31 -2.82 -3.06  0.32
H -1.18 -0.08 -3.41  0.41
H 0.10 -0.78 -4.08  0.38
O 1.42 1.03 0.94  -0.89
C 2.05 0.54 2.19  -0.38
C 1.64 -0.98 2.64  -0.72
O 0.86 -1.75 1.72  -0.61
H 1.90 1.29 2.96  0.39
H 3.13 0.53 2.07  0.34
H 1.25 -1.07 3.65  0.33
H 2.56 -1.56 2.67  0.37
C 4.62 2.79 -0.84  -0.58
N 4.10 4.06 -0.33  1.00
O 4.17 4.98 -1.15  -0.58
O 3.81 4.18 0.81  -0.56
H 5.34 2.42 -0.10  0.35
H 5.12 2.87 -1.81  0.36
H 3.81 2.08 -0.68  -0.02
C -1.32 -4.80 0.73  -0.13
N -1.20 -5.98 1.58  0.98
O -1.29 -5.74 2.78  -0.57
O -1.14 -7.06 1.05  -0.59
H -2.34 -4.66 0.35  0.18
H -0.50 -4.77 0.01  0.07
H -1.13 -3.98 1.42  -0.04
C 2.98 0.09 -4.66  -0.48
N 3.55 0.93 -3.58  1.08
O 4.26 0.36 -2.78  -0.54
O 3.48 2.16 -3.70  -0.56
H 2.82 -0.91 -4.26  -0.13
H 3.67 0.17 -5.50  0.38
H 2.01 0.51 -4.93  0.24
O -1.22 1.22 -0.25  0.17
C -1.97 2.23 -0.42  0.47
O -1.76 3.22 -1.30  -0.40
C -0.80 3.24 -2.35  0.05
C 0.56 3.64 -1.85  -0.56
C -3.29 2.46 0.29  -1.06
H -1.19 3.91 -3.12  0.38
H -0.77 2.26 -2.82  -0.28
H 0.90 2.88 -1.15  -0.20
H 0.52 4.59 -1.31  0.37
H 1.26 3.70 -2.69  0.40
H -3.35 1.80 1.15  0.01
H -3.96 2.14 -0.50  0.31
H -3.45 3.51 0.54  0.33
O -1.67 1.68 2.88  -0.34
C -1.57 2.29 3.93  0.40
O -2.33 3.31 4.38  -0.33
C -3.35 3.85 3.55  0.24
C -4.09 4.91 4.37  -1.35
C -0.54 1.84 4.94  -0.93
H -4.04 3.05 3.29  0.20
H -3.01 4.29 2.61  0.10
H -3.45 5.32 5.16  0.32
H -4.97 4.52 4.88  0.31
H -4.57 5.74 3.85  0.38
H -1.09 1.32 5.72  0.30
H -0.04 2.68 5.42  0.39
H 0.25 1.26 4.46  0.04
O 2.28 -1.70 -0.81  -0.25
C 3.35 -2.26 -0.95  0.49
O 3.70 -3.09 -1.99  -0.35
C 2.73 -3.51 -2.95  0.55
C 3.53 -3.94 -4.18  -1.34
C 4.49 -1.89 -0.10  -0.76
H 2.07 -2.68 -3.22  -0.42
H 2.20 -4.33 -2.46  0.37
H 2.86 -4.43 -4.89  0.39
H 4.39 -4.56 -3.95  0.35
H 3.95 -3.08 -4.72  0.27
H 5.23 -2.68 -0.15  0.37
H 4.17 -1.79 0.94  0.19
H 4.80 -0.87 -0.31  0.11
O -1.71 -0.80 1.17  0.65
C -2.65 -1.15 1.84  0.92
O -3.92 -1.39 1.36  -0.36
C -4.19 -1.10 0.00  0.30
C -5.11 -2.26 -0.51  -1.43
C -2.49 -1.63 3.23  -1.33
H -3.39 -1.10 -0.75  -0.14
H -4.67 -0.12 -0.03  0.25
H -4.54 -3.18 -0.67  0.25
H -5.66 -2.08 -1.43  0.41
H -5.92 -2.41 0.21  0.37
H -2.99 -0.97 3.93  0.37
H -1.44 -1.59 3.53  0.14
H -2.86 -2.64 3.35  0.40

ORCA calculation (wB97M-V/def2-TZVPD) on a structure of composition C23H49N3OP4Pt at a distorted geometry.

Output
Charge: +4
<S²>: 6.037
Lowest unoccupied orbital energy (alpha / beta), eV: -10.195 / -14.063
Orbital gap (alpha / beta), eV: 6.22 / 5.45
E, Ha: -2628.45646
Multiplicity: 5
Energy relative to the best compared isomer or geometry (same formula, charge and spin), kJ/mol: 0.0

Last column: Löwdin spin population.
CARTESIAN COORDINATES (ANGSTROEM)
Pt 0.21 0.06 0.70  0.74
P 1.11 -0.62 3.00  0.20
P 0.03 -2.05 -0.19  0.10
P -1.88 0.20 1.92  0.16
H 0.23 2.52 -0.78  0.02
C -0.26 2.21 0.15  0.22
C 0.52 2.19 1.35  0.03
H 1.59 2.44 1.30  0.00
C 2.91 -0.56 3.25  0.04
C 0.72 -2.33 3.53  0.03
C 0.55 0.45 4.38  0.03
C -0.47 -1.95 -1.94  0.05
C 1.50 -3.11 -0.27  0.00
C -1.26 -3.16 0.48  0.01
C -2.26 1.75 2.83  0.03
C -2.54 -1.12 3.00  0.02
C -3.17 0.30 0.66  0.03
H -1.33 2.41 0.20  0.01
H 0.03 2.42 2.29  0.00
H 3.28 0.45 3.02  0.00
H 3.41 -1.30 2.61  0.00
H 3.13 -0.78 4.31  0.01
H 1.07 -3.04 2.78  0.00
H -0.36 -2.46 3.69  0.00
H 1.24 -2.52 4.48  0.01
H 0.73 1.50 4.12  0.00
H 1.14 0.20 5.27  0.01
H -0.51 0.30 4.62  0.00
H -0.56 -2.96 -2.36  0.01
H 0.23 -1.36 -2.55  0.00
H -1.45 -1.46 -1.94  0.00
H 1.22 -4.03 -0.79  0.00
H 1.86 -3.35 0.74  0.00
H 2.31 -2.63 -0.83  0.00
H -1.23 -4.10 -0.09  0.00
H -2.26 -2.73 0.37  0.00
H -1.06 -3.39 1.53  0.00
H -3.33 1.74 3.06  0.01
H -2.04 2.63 2.21  0.00
H -1.69 1.82 3.76  0.00
H -3.61 -0.92 3.16  0.01
H -2.04 -1.14 3.98  0.00
H -2.45 -2.10 2.53  0.00
H -4.15 0.50 1.12  0.01
H -3.23 -0.63 0.09  0.00
H -2.92 1.10 -0.04  0.00
C -4.40 0.31 -2.58  0.22
C -4.73 -0.06 -3.90  0.09
C -5.70 0.69 -4.58  0.06
C -6.33 1.78 -3.95  0.30
C -6.02 2.10 -2.62  0.06
C -5.07 1.35 -1.92  0.10
O -3.35 -0.32 -1.94  0.16
H -2.85 -0.86 -2.58  0.00
H -4.21 -0.90 -4.37  0.00
H -5.96 0.42 -5.61  0.00
H -7.05 2.39 -4.49  0.01
H -6.52 2.93 -2.11  0.00
H -4.80 1.58 -0.89  0.00
C 5.16 1.61 -0.90  0.01
N 4.93 0.16 -0.71  0.24
C 4.78 -0.50 -2.02  0.02
N 3.72 0.11 -2.85  0.08
C 3.96 1.56 -2.99  0.02
N 4.08 2.25 -1.69  0.45
C 2.81 2.27 -0.97  0.09
P 2.19 0.51 -0.59  0.20
C 3.81 -0.09 0.17  0.04
C 2.39 -0.17 -2.34  0.02
H 6.10 1.74 -1.46  0.00
H 5.22 2.10 0.08  0.00
H 4.55 -1.57 -1.86  0.01
H 5.74 -0.41 -2.56  0.00
H 3.13 2.00 -3.55  0.00
H 4.90 1.70 -3.54  0.00
H 2.94 2.82 -0.02  0.00
H 2.06 2.78 -1.58  0.01
H 3.73 -1.17 0.37  0.01
H 3.97 0.44 1.11  0.00
H 1.63 0.31 -2.97  0.00
H 2.24 -1.26 -2.34  0.01

ORCA calculation (wB97M-V/def2-TZVPD) on a cluster of 3 separate species, C23H49N4O8P2S2 in total at a distorted geometry.

Output
Charge: +1
Lowest unoccupied orbital energy, eV: -4.078
Orbital gap, eV: 7.44
E, Ha: -3205.64559

Last column: Mulliken charge in e.
CARTESIAN COORDINATES (ANGSTROEM)
S -0.91 0.26 -0.75  -0.04
C -1.97 -0.93 -0.71  -0.01
S -1.80 -2.37 -1.79  -0.07
C -0.56 -3.35 -0.91  -0.73
C -1.04 -3.96 0.42  0.42
C 0.20 -4.36 1.26  -0.95
N 0.44 -3.42 2.39  0.29
C 0.68 -1.99 2.00  1.23
C 2.18 -1.60 1.98  -0.99
N 3.12 -2.69 1.78  -0.30
C 2.85 -3.91 2.55  -0.92
C 1.53 -3.86 3.32  -0.23
N -3.10 -0.92 0.15  0.38
C -4.38 -0.51 -0.16  -0.22
C -5.13 -0.72 0.95  -0.57
N -4.35 -1.25 1.96  -0.66
C -3.17 -1.36 1.44  0.09
H 0.35 -2.76 -0.75  0.28
H -0.29 -4.17 -1.57  0.39
H -1.54 -3.16 0.96  -0.68
H -1.70 -4.80 0.25  0.48
H 0.02 -5.34 1.70  0.48
H 1.06 -4.47 0.60  0.44
H -0.41 -3.42 2.95  0.39
H 0.21 -1.37 2.77  0.43
H 0.21 -1.71 1.07  -1.35
H 2.41 -1.00 2.87  0.15
H 2.31 -0.92 1.14  0.51
H 3.27 -2.89 0.81  0.37
H 2.83 -4.75 1.86  0.40
H 3.67 -4.12 3.25  0.43
H 1.62 -3.18 4.16  -0.05
H 1.29 -4.86 3.68  0.45
H -4.69 -0.10 -1.11  0.44
H -6.18 -0.52 1.04  0.41
H -2.35 -1.75 2.02  0.31
O 1.41 0.72 -7.24  -0.80
P 0.38 1.65 -6.74  0.97
O -0.48 0.85 -5.62  -0.29
C 0.20 0.35 -4.46  0.13
C 0.76 1.45 -3.58  -0.91
O -0.70 1.68 -7.96  -0.36
C -0.33 1.32 -9.29  -0.34
C -0.79 -0.09 -9.61  -1.09
O 0.11 3.15 -6.29  -0.30
C -1.17 3.80 -6.32  -0.17
C -2.10 3.43 -5.18  -0.91
H 1.00 -0.33 -4.78  0.29
H -0.53 -0.24 -3.91  -0.02
H 1.53 2.02 -4.09  0.40
H 1.19 1.02 -2.68  0.30
H -0.03 2.15 -3.29  0.12
H 0.75 1.42 -9.43  0.36
H -0.81 2.03 -9.96  0.34
H -0.53 -0.78 -8.81  0.27
H -0.33 -0.45 -10.54  0.36
H -1.87 -0.12 -9.73  0.30
H -1.66 3.67 -7.28  0.26
H -0.94 4.87 -6.24  0.35
H -2.52 2.43 -5.32  0.27
H -2.93 4.13 -5.14  0.44
H -1.58 3.44 -4.22  0.10
O -0.09 0.03 4.06  -0.66
P 0.29 1.34 4.64  0.97
O 1.43 1.96 3.68  -0.34
C 1.10 2.24 2.31  0.31
C 0.06 3.33 2.16  -1.14
O 1.19 0.89 5.92  -0.44
C 1.07 -0.41 6.51  -0.38
C 2.20 -1.31 6.07  -0.68
O -0.29 2.64 5.33  -0.43
C 0.44 3.50 6.23  -0.18
C 1.41 4.44 5.55  -0.94
H 0.76 1.31 1.83  -0.30
H 2.03 2.53 1.82  0.37
H -0.89 3.03 2.59  0.30
H -0.10 3.55 1.10  0.44
H 0.38 4.24 2.66  0.23
H 0.10 -0.85 6.28  0.31
H 1.10 -0.27 7.59  0.36
H 2.35 -1.25 4.99  -0.02
H 2.00 -2.35 6.34  0.32
H 3.14 -1.01 6.54  0.40
H 0.93 2.93 7.01  0.23
H -0.33 4.09 6.72  0.36
H 2.31 3.92 5.22  0.25
H 1.73 5.21 6.26  0.43
H 0.96 4.93 4.69  0.17

ORCA calculation (wB97M-V/def2-TZVPD) on a structure of composition C23H50HgNO9S4 at a distorted geometry.

Output
Charge: +1
Lowest unoccupied orbital energy, eV: -7.188
Orbital gap, eV: 2.78
E, Ha: -3383.84919
Energy relative to the best compared isomer or geometry (same formula, charge and spin), kJ/mol: 521.9

Last column: Mulliken charge in e.
CARTESIAN COORDINATES (ANGSTROEM)
Hg -2.46 4.74 -1.74  1.55
C 0.00 2.06 -0.68  0.08
O -0.97 2.94 -1.15  -0.60
H 0.97 2.54 -0.80  0.16
H -0.22 1.66 0.31  -0.08
H -0.08 1.30 -1.46  -0.02
C -1.16 -5.52 2.35  -1.31
C 0.25 -4.88 2.17  -0.59
N 0.45 -3.44 2.20  0.15
C -0.24 -2.62 1.24  -1.18
C -0.07 -1.07 1.49  0.62
C 1.95 -3.29 2.13  -0.70
C 2.34 -2.48 3.42  -0.83
H -1.72 -4.88 3.04  0.34
H -0.95 -6.41 2.95  0.40
H -1.79 -5.70 1.48  0.30
H 0.75 -5.29 3.05  0.38
H 0.69 -5.30 1.27  0.44
H 0.22 -2.79 0.27  0.40
H -1.33 -2.63 1.17  0.54
H -0.36 -0.76 2.49  0.21
H 0.96 -0.81 1.24  -0.63
H -0.70 -0.59 0.74  -0.06
H 2.29 -2.89 1.17  0.21
H 2.48 -4.24 2.10  0.56
H 2.40 -2.99 4.38  0.37
H 1.68 -1.62 3.56  0.11
H 3.35 -2.13 3.21  0.27
C 2.58 0.77 -3.79  -1.04
C 3.99 0.36 -3.83  -0.24
C 4.04 -1.13 -4.34  -0.83
S 2.52 -1.96 -3.87  1.13
O 2.81 -2.75 -2.69  -0.61
O 1.81 -2.57 -5.03  -0.68
C 1.65 -0.36 -3.37  -0.30
H 2.29 1.00 -4.81  0.50
H 2.38 1.72 -3.31  0.48
H 4.42 0.44 -2.83  0.11
H 4.33 1.14 -4.52  0.35
H 4.95 -1.71 -4.17  0.48
H 3.90 -1.00 -5.42  0.36
H 1.67 -0.31 -2.28  -0.07
H 0.62 -0.35 -3.75  0.42
C 4.27 1.66 -0.27  -0.19
C 3.90 2.88 0.64  -0.56
C 4.59 2.54 1.92  -0.83
S 4.02 0.89 2.26  1.15
O 2.78 0.99 3.12  -0.62
O 5.14 0.06 2.74  -0.70
C 3.75 0.47 0.50  0.21
H 5.33 1.60 -0.50  0.41
H 3.77 1.68 -1.23  -0.27
H 2.82 3.03 0.61  0.10
H 4.34 3.75 0.15  0.46
H 4.35 3.21 2.75  0.42
H 5.68 2.51 1.88  0.36
H 2.66 0.48 0.56  -0.63
H 3.87 -0.59 0.27  0.64
C -3.97 -0.94 -1.87  -0.72
C -5.23 -0.36 -1.29  -0.26
C -5.63 0.88 -2.20  -0.88
S -4.10 1.57 -2.96  1.00
O -3.87 2.88 -2.42  -0.57
O -4.14 1.31 -4.42  -0.63
C -3.04 0.25 -2.20  0.33
H -4.14 -1.65 -2.68  0.39
H -3.44 -1.53 -1.12  0.28
H -5.06 -0.11 -0.24  -0.03
H -6.09 -1.01 -1.36  0.42
H -5.99 1.59 -1.45  0.38
H -6.31 0.70 -3.03  0.48
H -2.64 0.53 -1.23  -0.51
H -2.24 0.02 -2.91  0.30
C -2.52 1.60 2.87  -0.62
C -3.63 1.05 1.99  0.35
C -4.50 2.23 1.65  -0.32
S -3.43 3.71 1.75  0.89
O -4.01 4.64 2.69  -0.66
O -3.01 4.13 0.40  -0.53
C -1.98 3.00 2.54  -0.27
H -1.65 0.94 2.91  -0.01
H -2.79 1.46 3.92  0.49
H -4.16 0.21 2.45  0.59
H -3.28 0.73 1.01  -0.63
H -5.35 2.32 2.31  0.40
H -4.98 2.14 0.68  -0.05
H -1.57 3.44 3.45  0.44
H -1.24 2.93 1.73  -0.12